Computed, not measured: a 10-piece molecular cluster, C24H72N4O11 overall, with wB97M-V/def2-TZVPD.

Geometry as XYZ:
```
111
Properties=species:S:1:pos:R:3:forces:R:3:mulliken_charge:R:1
C -0.09607 -4.64103 3.30347 -0.139 0.468 1.113 -0.748
O 0.25828 -3.39848 2.71935 0.223 -0.096 -0.457 -0.443
H -0.14087 -4.53869 4.39710 -0.164 0.031 -0.106 0.335
H -1.07014 -4.98471 2.95782 0.148 -0.274 -0.228 0.316
H 0.71348 -5.34664 3.14027 -0.124 -0.089 -0.427 0.309
H -0.42566 -2.74430 2.88950 -0.122 -0.097 0.239 0.162
C 0.77033 0.20247 0.81073 -0.335 0.383 -0.131 0.092
O 0.24362 0.73789 -0.39736 -0.001 -0.244 0.212 -0.240
H 0.29184 0.71583 1.64879 0.051 0.078 -0.054 -0.662
H 0.53857 -0.86355 0.90519 0.132 -0.030 -0.061 0.258
H 1.84518 0.38058 0.88153 0.049 -0.147 0.070 0.139
H 0.42550 0.06885 -1.10474 0.030 -0.043 0.046 0.050
C -0.98252 -0.42642 3.98489 0.072 -1.218 0.250 -0.310
O -1.74899 -1.57146 4.43676 -0.022 0.624 0.037 -0.576
H 0.06617 -0.63011 4.22319 0.086 0.276 -0.278 0.365
H -1.14864 -0.43470 2.91220 0.190 0.457 -0.039 -0.067
H -1.26235 0.52055 4.44214 -0.322 -0.062 -0.118 0.287
H -1.84074 -1.50453 5.39051 0.002 -0.142 0.049 0.297
C 2.79301 4.49770 1.91463 -0.245 0.078 0.174 -0.685
O 2.52135 3.24622 1.32026 0.089 0.027 0.019 -0.488
H 2.51728 5.32525 1.25188 0.116 -0.001 -0.013 0.272
H 2.23464 4.63359 2.85328 0.050 -0.039 -0.058 0.141
H 3.85372 4.56658 2.15095 0.047 -0.043 -0.084 0.284
H 1.63504 3.33863 0.91234 -0.020 0.006 0.003 0.369
C 4.46044 0.29200 -0.75166 -0.208 0.109 -0.042 -0.318
O 4.98012 0.23741 0.55876 0.233 -0.142 0.214 -0.516
H 3.37829 0.11835 -0.77098 -0.003 0.052 -0.002 -0.144
H 4.66833 1.24846 -1.23904 -0.001 -0.015 -0.017 0.334
H 4.93865 -0.50450 -1.31915 0.066 0.001 0.004 0.327
H 4.65590 0.97244 1.08758 -0.194 0.117 -0.189 0.307
C 3.33535 -2.30827 1.60786 -0.162 -0.158 -0.301 0.032
O 3.05634 -3.51519 2.30261 -0.019 0.045 -0.043 -0.588
H 2.46197 -1.65141 1.60639 0.125 0.005 0.056 -0.135
H 4.16662 -1.77217 2.05436 0.096 -0.115 0.096 0.345
H 3.58355 -2.53281 0.56244 0.088 0.164 0.028 0.134
H 2.09253 -3.58121 2.30772 0.032 0.001 0.255 0.298
C -1.85025 -4.85156 -5.13948 -0.487 0.140 -0.163 -0.858
O -1.10775 -4.91035 -3.95160 0.178 -0.056 0.113 -0.260
C 0.27206 -4.69797 -4.16245 0.341 0.166 -0.040 -0.323
C 1.00531 -5.03991 -2.88632 -0.510 -0.213 0.178 -0.860
N 0.58094 -4.14279 -1.79240 0.214 -0.693 -0.484 0.000
C 1.30851 -4.41500 -0.56000 0.064 -0.013 0.494 0.047
C 0.99090 -5.75950 0.07971 0.319 -0.290 -0.080 -0.856
O -0.39318 -5.98924 0.00022 -0.182 0.229 0.013 -0.344
C -0.75081 -7.24613 0.50246 -0.359 -0.289 0.045 -0.865
H -1.57420 -3.98549 -5.75174 0.126 -0.065 -0.035 0.325
H -2.90520 -4.73121 -4.88484 0.097 -0.073 0.120 0.253
H -1.75080 -5.77362 -5.72218 0.153 0.061 -0.081 0.315
H 0.44608 -3.64895 -4.44316 -0.011 -0.036 0.040 0.005
H 0.67278 -5.31839 -4.97680 -0.225 -0.100 -0.001 0.480
H 2.08389 -5.02500 -3.05096 0.027 0.314 0.093 0.517
H 0.73426 -6.07969 -2.64594 0.155 0.010 -0.034 0.300
H -0.38195 -4.43816 -1.63780 -0.065 0.415 0.177 0.274
H 1.09521 -3.63793 0.17700 -0.116 0.106 -0.159 -0.657
H 2.38422 -4.39440 -0.74554 0.017 0.160 -0.056 0.462
H 1.30329 -5.76799 1.12948 0.158 0.079 -0.057 0.556
H 1.54290 -6.57297 -0.41780 -0.132 0.004 -0.046 0.496
H -0.41910 -8.05043 -0.16667 0.112 0.010 0.107 0.306
H -1.83863 -7.28827 0.56560 0.032 0.057 -0.062 0.263
H -0.35310 -7.41562 1.51053 0.105 0.004 -0.066 0.325
C -1.88097 3.57309 -1.51369 -0.485 0.278 -0.377 -0.792
C -0.82675 4.34886 -0.75291 0.230 -0.114 0.455 0.504
C -1.43769 5.52597 -0.02545 -0.213 0.098 -0.118 -0.650
O -1.99173 6.42930 -0.96092 0.246 -0.118 -0.091 -0.391
C -2.47421 7.58556 -0.34248 -0.303 0.298 0.156 -0.726
N -0.12363 3.52778 0.25721 -0.135 -0.057 -0.455 0.635
H -2.42318 4.23752 -2.19435 0.155 -0.023 -0.031 0.452
H -2.64175 3.17148 -0.83752 0.188 -0.191 0.083 0.043
H -1.44323 2.77265 -2.10983 -0.020 -0.130 0.122 -0.036
H -0.08984 4.73798 -1.46067 0.049 0.006 0.032 0.367
H -0.67348 6.02389 0.58544 -0.018 -0.002 0.019 0.488
H -2.24447 5.16207 0.63713 0.136 0.022 0.090 0.108
H -3.30563 7.35416 0.34078 0.121 0.023 0.032 0.289
H -2.85358 8.26207 -1.10702 0.041 -0.088 -0.086 0.282
H -1.68786 8.11039 0.21550 -0.014 -0.076 0.036 0.290
H 0.06224 2.62175 -0.18103 0.073 0.033 0.047 0.319
H -0.78891 3.28400 0.99064 0.019 0.059 -0.018 -0.682
C -1.49154 -0.80988 -3.09513 -0.400 0.250 0.055 -1.467
C -0.02345 -0.77046 -3.47119 0.052 -0.764 0.130 0.681
C 0.41970 0.60021 -3.92137 0.135 0.205 0.095 -0.479
O -0.37049 1.01944 -5.00871 -0.044 -0.055 -0.020 -0.339
C 0.26108 2.00648 -5.78732 -0.193 0.133 -0.270 -0.794
N 0.78793 -1.16445 -2.30980 0.216 0.011 0.157 -0.375
H -1.71169 -0.06801 -2.32043 0.071 -0.017 -0.026 0.080
H -1.80513 -1.78248 -2.71178 0.217 -0.091 -0.035 0.371
H -2.11330 -0.58294 -3.96250 0.063 0.030 0.009 0.455
H 0.13037 -1.47924 -4.30003 0.001 0.212 -0.068 0.064
H 1.48513 0.56352 -4.19662 -0.058 -0.012 -0.076 0.475
H 0.32536 1.32038 -3.09319 0.026 -0.078 -0.004 0.085
H 0.78375 2.74397 -5.17090 0.090 -0.056 0.014 0.319
H -0.50624 2.53640 -6.35296 -0.029 -0.080 0.029 0.267
H 0.94830 1.54461 -6.50610 0.158 0.106 0.133 0.294
H 1.78364 -1.08889 -2.50333 -0.061 0.113 -0.160 0.307
H 0.64811 -2.15550 -2.06892 -0.191 0.177 -0.150 0.106
C -0.19217 3.28667 4.34999 -0.083 -0.362 0.396 -1.417
C -1.33501 4.10872 3.79785 -0.028 0.714 -0.408 1.510
C -2.51653 3.29984 3.30337 -0.220 0.167 -0.036 -1.447
O -2.06103 2.42066 2.30439 -0.097 -0.339 0.132 0.431
C -3.08558 1.58430 1.79481 0.110 0.232 0.193 -1.178
N -1.82826 5.05706 4.79910 -0.081 0.252 0.126 -0.772
H 0.47645 3.89939 4.95741 0.106 0.155 -0.256 0.430
H 0.37022 2.81392 3.54522 0.056 -0.013 0.051 0.197
H -0.54744 2.51346 5.04083 -0.102 0.042 -0.151 0.267
H -0.97403 4.65122 2.90637 0.155 -0.137 0.102 -0.397
H -3.26073 3.99073 2.86868 0.015 -0.051 0.077 0.445
H -3.02484 2.76783 4.12174 0.213 -0.083 0.002 0.455
H -3.83397 2.17882 1.25723 0.051 -0.088 -0.107 0.344
H -3.59723 1.05953 2.60975 0.078 -0.083 -0.026 0.394
H -2.59631 0.87245 1.13449 -0.143 -0.016 -0.130 0.166
H -1.07647 5.67569 5.08574 0.088 -0.192 0.093 0.321
H -2.50945 5.68594 4.38150 -0.094 -0.187 0.000 0.270
```
Positions in Å, forces in eV/Å.

## Properties
* orbital gap: 9.65 eV
* SMILES: COC[C@H](C)N.COC[C@H](C)N.COC[C@H](C)N.COCCNCCOC.CO.CO.CO.CO.CO.CO
* lowest unoccupied orbital energy: 0.57 eV
* energy: -54534.4827 eV
* E_HOMO: -9.1 eV
* largest force on an atom: 0.0242 hartree/bohr
* 2S+1: 1